# 1
9
Properties=species:S:1:pos:R:3:lowdin_charge:R:1 method="wB97M-V/def2-TZVPD" de_lowest_kcal_mol=36.5 orbital_gap_ev=8.71 spin_multiplicity=1 total_energy_ha=-1067.224819 charge=-1 e_homo_ev=-4.7
C 0.9033 0.5676 -0.1398 -0.21
O -1.8177 1.1929 -0.3543 -0.42
O -0.9747 0.1220 1.8272 -0.40
O 0.1730 -2.4820 -0.4563 -0.83
P -0.8421 0.3485 0.3718 0.11
Cl -1.1231 -1.5755 -0.5941 0.66
H 1.4427 -0.3118 0.1927 0.02
H 0.9711 0.6807 -1.2160 0.04
H 1.2675 1.4575 0.3689 0.03

***

# 2
9
Properties=species:S:1:pos:R:3:lowdin_charge:R:1 method="wB97M-V/def2-TZVPD" de_lowest_kcal_mol=54.0 orbital_gap_ev=8.38 spin_multiplicity=1 total_energy_ha=-1067.196883 charge=-1 e_homo_ev=-4.4
C -0.0231 0.3227 -0.1089 -0.23
O 1.8026 2.0862 0.9658 -0.39
O 1.9566 1.4089 -1.5973 -0.39
O 3.5209 -2.0459 0.1348 -0.87
P 1.6017 1.1927 -0.1886 0.20
Cl 2.9272 -0.5823 0.5895 0.54
H -0.5695 0.9455 0.6771 0.04
H -0.5533 0.3640 -1.1390 0.05
H 0.2657 -0.7832 0.1549 0.05

***

# 3
8
Properties=species:S:1:pos:R:3:lowdin_charge:R:1 method="wB97M-V/def2-TZVPD" de_lowest_kcal_mol=2.0 smiles=OCSSCl orbital_gap_ev=9.18 spin_multiplicity=1 total_energy_ha=-1371.690657 e_homo_ev=-9.2
O 1.0462 -0.2132 -1.2813 -0.14
C 0.9390 -0.1124 0.0761 -0.55
S -0.5532 -1.1102 0.7756 0.40
S -2.0729 -0.0712 0.0600 -0.01
Cl -2.2975 1.5108 1.3330 0.03
H 0.2904 -0.2638 -1.9273 0.12
H 1.8248 -0.6291 0.5042 0.09
H 0.8233 0.8891 0.4597 0.06

***

# 4
8
Properties=species:S:1:pos:R:3:lowdin_charge:R:1 method="wB97M-V/def2-TZVPD" de_lowest_kcal_mol=19.0 orbital_gap_ev=9.68 spin_multiplicity=1 total_energy_ha=-1371.663630 e_homo_ev=-9.8
C -1.1546 -0.0404 -0.2319 -0.43
O 0.9832 -0.1401 1.6956 -0.64
S 0.1771 -1.0104 -1.0383 0.50
S 1.7189 -0.6162 0.3699 0.29
Cl 2.4514 1.1471 -0.3151 0.19
H -1.2174 -0.0104 0.8235 0.02
H -2.1224 -0.2550 -0.7657 0.06
H -0.8362 0.9254 -0.5380 0.00

***

# 5
9
Properties=species:S:1:pos:R:3:lowdin_charge:R:1 method="wB97M-V/def2-TZVPD" de_lowest_kcal_mol=23.4 orbital_gap_ev=9.53 spin_multiplicity=1 total_energy_ha=-690.499975 e_homo_ev=-8.9
H -0.2496 1.4019 -1.2585 0.10
N -1.1479 0.8210 -1.0879 -0.04
C -1.2157 0.0403 -0.1320 -0.48
N -0.0579 -0.4723 0.6847 0.03
P -3.3122 -0.3024 -0.5751 0.92
F -3.7610 -0.7664 0.9004 -0.34
F -3.7713 1.2127 -0.4265 -0.30
H 0.6558 -0.8812 0.1560 0.02
H -0.2033 -1.1602 1.4797 0.09

***

# 6
9
Properties=species:S:1:pos:R:3:lowdin_charge:R:1 method="wB97M-V/def2-TZVPD" de_lowest_kcal_mol=29.1 smiles=N#CN.FNF orbital_gap_ev=10.75 spin_multiplicity=1 total_energy_ha=-403.749647 e_homo_ev=-10.4
N -0.4712 1.0383 -0.4000 0.15
C -1.1454 0.2551 0.1053 -0.36
N -1.9460 -0.6727 0.5299 0.12
H -2.5874 -1.1178 -0.1213 0.13
H -1.9084 -0.8142 1.5347 0.12
F 2.5154 0.8664 0.5594 -0.09
N 2.2396 0.4868 -0.7660 0.03
F 1.9736 -0.8787 -0.5915 -0.09
H 1.3299 0.8368 -0.8506 -0.01

***

# 7
10
Properties=species:S:1:pos:R:3:lowdin_charge:R:1 method="wB97M-V/def2-TZVPD" de_lowest_kcal_mol=81.4 orbital_gap_ev="8.00 / 8.99" spin_multiplicity=1 total_energy_ha=-842.913774 e_homo_ev="-10.0 / -9.6"
C 1.9778 0.3789 0.4943 -0.12
N -1.7955 -0.9555 -0.5905 -0.12
O -1.4127 1.4900 -0.8080 -0.39
O -1.4684 0.6663 1.6376 -0.37
F 2.3510 -0.9542 0.3064 -0.02
F 2.0788 0.9372 -0.7301 0.03
S -1.1390 0.4461 0.2175 0.75
H 2.5446 0.7701 1.3225 0.11
H -1.7455 -0.9560 -1.6299 0.08
H -1.3910 -1.8229 -0.2199 0.06

***

# 8
8
Properties=species:S:1:pos:R:3:lowdin_charge:R:1 method="wB97M-V/def2-TZVPD" de_lowest_kcal_mol=13.6 orbital_gap_ev=11.39 spin_multiplicity=1 total_energy_ha=-692.499875 e_homo_ev=-11.1
C -0.6929 -0.6568 -0.6974 -0.07
N 0.0990 -0.5548 0.7266 -0.36
F 0.3427 2.0954 1.0709 -0.40
F 2.3159 0.6801 0.6676 -0.37
S 0.8727 0.4556 1.4587 1.02
H -1.3633 0.1807 -0.9859 0.07
H -1.5287 -1.3717 -0.6794 0.06
H -0.0455 -0.8285 -1.5612 0.06

***

# 9
10
Properties=species:S:1:pos:R:3:lowdin_charge:R:1 method="wB97M-V/def2-TZVPD" de_lowest_kcal_mol=32.5 orbital_gap_ev=8.27 spin_multiplicity=1 total_energy_ha=-1129.654430 e_homo_ev=-9.5
C -0.7542 1.0908 1.7409 -0.16
O -0.6266 1.4532 -1.0116 -0.46
O -0.2188 -1.2456 -0.8283 -0.66
F 1.4549 -0.8085 -2.6371 -0.30
F 1.7871 -2.6820 -1.1143 -0.30
P 0.5856 -2.0405 -2.0085 0.78
S -0.0421 0.5197 -0.0885 0.97
H -0.7331 0.1698 2.4200 0.07
H 0.1187 1.7353 1.9598 0.03
H -1.5715 1.8077 1.5676 0.04

***

# 10
8
Properties=species:S:1:pos:R:3:lowdin_charge:R:1 method="wB97M-V/def2-TZVPD" de_lowest_kcal_mol=55.4 orbital_gap_ev="6.58 / 7.55" spin_multiplicity=3 total_energy_ha=-656.090461 s_squared=2.007 e_homo_ev="-5.7 / -11.1"
C 0.7738 0.3784 0.9752 -0.16
O -0.4557 0.3688 0.2989 -0.28
F -0.2656 -0.3208 -2.3256 -0.32
F -2.3277 -0.5984 -1.2437 -0.31
P -0.8173 -1.0604 -0.9733 0.83
H 1.3253 1.1784 0.5017 0.09
H 1.0765 -0.6805 0.7904 0.08
H 0.6908 0.7345 1.9763 0.07

***

# 11
7
Properties=species:S:1:pos:R:3:lowdin_charge:R:1 method="wB97M-V/def2-TZVPD" de_lowest_kcal_mol=18.2 smiles="[H]/P=C/F.F" orbital_gap_ev=9.74 spin_multiplicity=1 total_energy_ha=-580.915877 e_homo_ev=-9.3
H -1.4511 -0.7871 0.8640 -0.16
P -0.9506 0.4645 0.5308 0.83
C -0.9368 -0.0345 -1.0683 -0.56
F -0.5334 0.9410 -1.9335 -0.13
H -0.9685 -0.9483 -1.6326 0.05
F 2.0715 -0.0945 1.4261 -0.15
H 2.7688 0.4589 1.8135 0.13

***

# 12
8
Properties=species:S:1:pos:R:3:lowdin_charge:R:1 method="wB97M-V/def2-TZVPD" de_lowest_kcal_mol=63.0 orbital_gap_ev="8.23 / 6.67" spin_multiplicity=1 total_energy_ha=-979.131864 e_homo_ev="-9.1 / -8.5"
C 0.6832 0.8225 -0.3851 -0.58
F 2.0799 -0.6607 -3.2254 -0.39
F 2.0244 -2.9117 -3.1014 -0.35
P 2.9490 -1.8057 -2.4965 0.82
S 1.9079 -0.1790 0.5303 0.43
H 0.2271 0.1568 -1.1975 0.03
H 1.1504 1.5804 -1.0823 0.03
H 0.1163 1.3231 0.4187 0.02

***

# 13
8
Properties=species:S:1:pos:R:3:lowdin_charge:R:1 method="wB97M-V/def2-TZVPD" de_lowest_kcal_mol=8.9 smiles=CSP(F)F orbital_gap_ev=9.00 spin_multiplicity=1 total_energy_ha=-979.218042 e_homo_ev=-9.1
C 0.5030 0.3472 -0.5099 -0.60
S 1.5634 -1.0536 -0.4969 0.47
P 3.3160 0.3220 0.4250 0.77
F 3.7829 1.1440 -0.8551 -0.31
F 4.5255 -0.7815 0.3067 -0.35
H 0.4128 0.7516 -1.5549 0.05
H 1.0284 1.0347 0.1047 -0.06
H -0.4571 -0.0105 -0.1084 0.03

***

# 14
8
Properties=species:S:1:pos:R:3:lowdin_charge:R:1 method="wB97M-V/def2-TZVPD" de_lowest_kcal_mol=75.7 smiles=FC(F)(P)S orbital_gap_ev=10.79 spin_multiplicity=1 total_energy_ha=-979.111573 e_homo_ev=-10.2
F -0.0459 -0.7919 -1.3141 -0.09
C 0.2193 -0.1995 -0.1295 -1.16
F 0.4332 -1.2244 0.7508 -0.05
P -1.5156 0.4772 0.2675 0.89
S 1.5226 1.0661 -0.3688 0.71
H -1.8655 -0.5924 0.9091 -0.16
H -0.8445 0.9099 1.3998 -0.10
H 2.0964 0.3551 -1.5148 -0.04

***

# 15
14
Properties=species:S:1:pos:R:3:lowdin_charge:R:1 method="wB97M-V/def2-TZVPD" de_lowest_kcal_mol=0.0 orbital_gap_ev=10.34 spin_multiplicity=1 total_energy_ha=-1434.801805 e_homo_ev=-10.0
C -0.2848 1.6845 -1.6823 -0.70
N -1.1697 -1.6656 1.5858 -0.14
O 1.1542 2.8146 0.3275 -0.38
O 0.3977 0.4412 0.5734 -0.46
O 1.3653 -1.5976 1.7665 -0.18
O 0.3570 -1.6467 -0.5585 -0.11
F -0.8548 2.8304 -1.5677 0.18
F -1.1421 0.6750 -1.5362 0.12
F 0.3433 1.5400 -2.9077 0.07
P 0.0915 -1.1126 0.8600 0.31
S 1.1657 1.5987 -0.3879 1.05
H -2.1188 -1.3231 1.4811 0.00
H 0.9240 -1.8147 2.6798 0.13
H -0.2287 -2.4242 -0.6338 0.11

***

# 16
9
Properties=species:S:1:pos:R:3:lowdin_charge:R:1 method="wB97M-V/def2-TZVPD" de_lowest_kcal_mol=53.5 orbital_gap_ev="7.54 / 9.25" spin_multiplicity=3 total_energy_ha=-791.856765 charge=+1 s_squared=2.009 e_homo_ev="-13.9 / -18.5"
C 0.1545 -0.1069 0.1333 -0.02
N 1.3111 -0.9295 -0.0688 -0.27
F 2.4817 0.7947 -1.1593 -0.17
F 2.7494 0.8460 1.0901 -0.17
F 1.0603 -2.4092 -0.1419 -0.03
S 2.8065 -0.2161 -0.0083 1.29
H -0.6852 -0.5621 0.7238 0.15
H -0.1932 -0.0027 -0.8402 0.10
H 0.5937 0.7161 0.7663 0.11

***

# 17
9
Properties=species:S:1:pos:R:3:lowdin_charge:R:1 method="wB97M-V/def2-TZVPD" de_lowest_kcal_mol=60.2 smiles="O=[Si](F)F.CF" orbital_gap_ev=11.36 spin_multiplicity=1 total_energy_ha=-704.325518 e_homo_ev=-11.8
O 0.7252 -1.2793 -0.5895 -0.25
Si 1.7832 -0.3015 -0.2047 0.39
F 2.7646 -0.2211 1.0163 -0.05
F 2.3115 1.0061 -0.9278 -0.06
C -1.5005 0.0945 0.1259 -0.12
F -0.7052 1.0039 0.7757 -0.09
H -2.5034 0.5366 -0.2154 0.12
H -1.8494 -0.6015 0.7363 0.04
H -1.0259 -0.2376 -0.7168 0.02

***

# 18
9
Properties=species:S:1:pos:R:3:lowdin_charge:R:1 method="wB97M-V/def2-TZVPD" de_lowest_kcal_mol=62.1 orbital_gap_ev=9.20 spin_multiplicity=1 total_energy_ha=-704.322522 e_homo_ev=-11.5
C 0.7813 0.0072 -1.1469 0.32
O -1.3017 -0.1587 -0.2338 -0.03
F 0.7363 -1.5362 0.9247 -0.06
F 0.6791 1.3905 1.0288 -0.14
F -0.6570 -0.1767 2.2222 -0.08
Si 0.0412 -0.1318 0.7873 -0.06
H 0.5059 0.7457 -1.7715 0.00
H 0.6731 -0.9045 -1.6042 0.01
H -1.4582 0.7646 -0.2065 0.05

***

# 19
8
Properties=species:S:1:pos:R:3:lowdin_charge:R:1 method="wB97M-V/def2-TZVPD" de_lowest_kcal_mol=221.0 orbital_gap_ev="7.96 / 7.96" spin_multiplicity=1 total_energy_ha=-628.860458 e_homo_ev="-9.1 / -9.1"
C -0.6395 -0.8433 0.7859 -0.55
F 0.2443 -0.6356 1.7817 0.02
F -0.5098 -2.1855 0.5185 0.02
F -1.8212 -0.5533 1.3223 0.07
Si 0.5897 0.8909 -1.0815 0.82
H 0.4725 1.1738 -2.6126 -0.09
H 0.0088 1.8912 -0.2926 -0.16
H 1.6552 0.2619 -0.4217 -0.15

***

# 20
13
Properties=species:S:1:pos:R:3:lowdin_charge:R:1 method="wB97M-V/def2-TZVPD" de_lowest_kcal_mol=0.0 orbital_gap_ev=9.33 spin_multiplicity=1 total_energy_ha=-1650.390049 e_homo_ev=-10.4
C -2.6408 0.1785 -0.0872 -0.41
N 2.1461 0.8093 0.8730 -0.19
O 1.3966 -1.0186 -0.6422 -0.41
F -0.5524 1.8117 0.2466 -0.25
F 0.1358 0.8813 -1.6313 -0.17
F 2.8258 -1.7974 1.3045 -0.12
F 3.8892 -0.7417 -0.4064 -0.08
P 0.2467 0.4553 -0.0878 0.54
P 2.5238 -0.6146 0.2984 0.24
S -1.2345 -0.9415 0.3462 0.70
H -3.5328 -0.3654 0.4241 0.07
H -2.7966 0.2280 -1.1402 0.02
H -2.4069 1.1150 0.5024 0.04